Computed, not measured: a molecular structure, C38H49ClO6PSSr, with ωB97M-V/def2-TZVPD.

Each line ends with the Mulliken charge.
Element x y z (Å)
Sr1 -2.13889 -1.02509 1.32642  1.761
O1 -3.75549 -3.15792 3.60554  -0.818
C1 -2.81048 -2.47200 3.23174  0.532
O2 -2.60337 -1.23333 3.43869  -0.584
C2 -1.78000 -3.24361 2.25632  -1.273
C3 -2.44501 -3.56671 0.82678  0.397
C4 -1.69926 -4.77372 0.23382  -1.138
C5 -0.32909 -4.10653 -0.20944  -1.040
C6 -0.52547 -2.64121 0.21320  0.719
O3 -1.97587 -2.51967 -0.11033  -0.291
C7 -0.39442 -2.59479 1.80684  -1.174
C8 0.05260 -1.18015 2.44899  1.065
O4 0.67977 -1.19072 3.49386  -0.745
O5 -0.19501 -0.15172 1.71834  -0.881
H1 -1.62717 -4.18967 2.75754  0.776
H2 -3.54210 -3.60699 0.87017  0.454
H3 -2.23606 -5.17261 -0.62247  0.328
H4 -1.57245 -5.56377 0.97023  0.449
H5 -0.19830 -4.16770 -1.28623  0.380
H6 0.53879 -4.54935 0.27352  0.525
H7 0.07732 -1.87148 -0.30029  -0.100
H8 0.42056 -3.24953 2.08529  1.022
Cl1 -3.56728 4.00332 -0.01567  -0.254
C9 -2.32534 3.61419 1.22343  0.520
C10 -1.26131 4.49005 1.32295  -0.375
C11 -0.24354 4.27977 2.24405  -0.666
C12 -0.34866 3.14262 3.06923  -0.421
C13 -1.40413 2.28128 2.96037  -0.389
C14 -2.48345 2.43333 2.00915  0.617
C15 -3.53388 1.51637 1.96413  -1.919
H9 -1.24322 5.36034 0.67489  0.385
H10 0.58284 4.97577 2.33075  0.424
H11 0.41982 2.93581 3.80960  0.386
H12 -1.41902 1.39651 3.58582  0.163
H13 -4.42289 1.86981 1.44595  0.435
H14 -3.74331 1.08541 2.93898  0.435
O6 1.72600 -0.56894 -0.66105  -0.654
S1 2.45988 0.62786 -0.06667  0.834
C16 4.15474 0.50651 -0.64513  -1.592
C17 4.80299 -0.84258 -0.46493  0.443
C18 4.32330 -1.96372 -1.13896  -0.157
C19 4.85379 -3.22130 -0.88370  -0.801
C20 5.89208 -3.37577 0.02735  -0.365
C21 6.40375 -2.25844 0.67402  -0.710
C22 5.85481 -1.00398 0.43206  -0.229
C23 2.78913 0.28781 1.65665  -0.561
C24 3.65808 1.36730 2.27002  0.119
C25 3.29257 2.70906 2.16445  0.195
C26 4.11775 3.70607 2.66957  -0.886
C27 5.31108 3.37612 3.30106  -0.507
C28 5.65899 2.03883 3.44869  -0.685
C29 4.83488 1.04374 2.93602  -0.479
H15 4.70384 1.29708 -0.13140  0.499
H16 4.05005 0.75843 -1.70309  0.593
H17 3.51852 -1.84541 -1.85334  0.343
H18 4.45224 -4.08495 -1.39944  0.397
H19 6.30145 -4.35785 0.22753  0.387
H20 7.22764 -2.36034 1.36879  0.387
H21 6.25278 -0.13213 0.93904  0.476
H22 3.21312 -0.71472 1.73140  0.736
H23 1.80460 0.30117 2.10918  -0.428
H24 2.34524 2.97694 1.70897  0.429
H25 3.81921 4.74320 2.57362  0.417
H26 5.95451 4.15418 3.69296  0.382
H27 6.57227 1.76831 3.96469  0.386
H28 5.09428 -0.00072 3.07066  0.554
C30 -5.05341 1.48224 -1.83519  -1.471
C31 -3.72112 1.56564 -2.60619  1.013
C32 -4.00524 1.57815 -4.10834  -1.757
P1 -2.53185 0.33697 -1.92252  0.405
C33 -2.63928 -1.23440 -2.93253  1.642
C34 -2.20543 -1.28029 -4.39977  -1.706
C35 -4.03950 -1.83571 -2.76907  -1.855
C36 -0.85290 1.01677 -2.30890  1.213
C37 -0.62754 1.66018 -3.67855  -2.073
C38 -0.49398 2.04772 -1.23363  -1.766
H29 -5.57884 2.44177 -1.86563  0.406
H30 -4.90886 1.22863 -0.78669  0.093
H31 -5.70936 0.72713 -2.28450  0.385
H32 -3.25151 2.51368 -2.32644  0.340
H33 -4.56306 0.68849 -4.41104  0.249
H34 -3.10610 1.63741 -4.71936  0.288
H35 -4.62946 2.44471 -4.35451  0.471
H36 -1.94631 -1.87724 -2.38082  -0.628
H37 -2.78086 -0.60648 -5.03394  0.237
H38 -2.34444 -2.29442 -4.79434  0.496
H39 -1.14919 -1.03557 -4.51344  0.329
H40 -4.76032 -1.33572 -3.42315  0.298
H41 -4.41801 -1.74520 -1.74833  0.346
H42 -4.03726 -2.89864 -3.03276  0.455
H43 -0.17959 0.15929 -2.18335  0.217
H44 -1.20196 2.58816 -3.76528  0.343
H45 -0.89415 1.02194 -4.51890  0.361
H46 0.42951 1.92704 -3.79113  0.458
H47 -1.13925 2.92762 -1.30364  0.488
H48 0.53769 2.38766 -1.36380  0.546
H49 -0.58923 1.67437 -0.21542  -0.052

Summary:
E_LUMO (eV): 2.10
Total charge: -1
Total energy (eV): -85969.2706
Molecular weight (g mol⁻¹): 787.918
HOMO-LUMO gap (eV): 4.878
ΔE to the lowest compared entry with this formula, charge and spin (kcal per mole): 110.8